Density functional theory data (wB97M-V/def2-TZVPD) for a 13-piece molecular cluster, C68H156N6O13 overall at a distorted geometry.

Structure (XYZ):
```
243
C68H156N6O13 wB97M-V/def2-TZVPD
C 4.1667 -6.9067 -4.6083
C 2.9117 -6.0706 -4.4708
C 1.7025 -7.0132 -4.2455
C 0.4431 -6.1417 -3.9652
C 0.6528 -5.2991 -2.7314
C 1.9346 -4.4356 -2.8725
N 3.0533 -5.3130 -3.2161
O 4.2546 -4.5863 -3.2252
C 1.5786 -3.2193 -3.7006
C 2.2504 -3.9136 -1.4080
C 2.6638 -5.3527 -5.8418
H 5.0509 -6.3618 -4.8871
H 3.9744 -7.7234 -5.3589
H 4.3948 -7.4283 -3.7016
H 1.5814 -7.7191 -5.1301
H 1.9236 -7.6144 -3.3844
H -0.3760 -6.8773 -3.9115
H 0.2411 -5.4725 -4.7469
H 0.8488 -6.0230 -1.8906
H -0.2411 -4.7086 -2.5577
H 2.3559 -2.4594 -3.7906
H 1.2578 -3.4450 -4.7100
H 0.7775 -2.7450 -3.1725
H 3.0373 -3.1449 -1.4094
H 1.3842 -3.5027 -0.9671
H 2.6268 -4.7178 -0.7200
H 3.6163 -4.7938 -6.1057
H 1.7678 -4.7799 -6.0080
H 2.7080 -6.1701 -6.5573
H 4.0800 -4.0113 -3.9814
C -6.2765 6.9095 1.6592
C -6.1185 5.3919 1.6837
C -6.3923 4.7874 0.2706
C -5.9533 3.3241 0.1286
C -4.4457 3.3001 0.3967
C -4.0593 3.8499 1.7877
N -4.7029 5.1039 1.9859
O -4.4002 5.6125 3.2762
C -4.3500 2.7942 2.8965
C -2.5095 4.0763 1.8342
C -7.1288 4.8713 2.7084
H -5.4816 7.4111 1.0569
H -6.1951 7.3530 2.6635
H -7.2810 7.2520 1.2444
H -7.4715 4.9491 0.1040
H -5.7486 5.3260 -0.4256
H -6.0674 2.9148 -0.8912
H -6.5425 2.6436 0.7692
H -3.8634 3.7829 -0.3914
H -4.1241 2.2689 0.4724
H -5.4228 2.7010 3.1404
H -3.9078 1.7896 2.6304
H -3.8960 3.2625 3.7626
H -1.9928 3.1234 2.0437
H -2.1530 4.3688 0.8250
H -2.3166 4.7892 2.6315
H -7.2690 3.7934 2.6797
H -8.1094 5.2941 2.6225
H -6.9301 5.1454 3.7422
H -4.8375 5.0157 3.9118
C 4.0137 1.7589 -1.3873
C 5.2164 0.8368 -1.2860
C 4.6882 -0.5558 -0.8407
C 5.7926 -1.6602 -1.0112
C 6.2191 -1.7036 -2.4951
C 6.7958 -0.3592 -2.9523
N 5.8001 0.6967 -2.6719
O 6.2155 1.9755 -3.1311
C 8.2090 -0.2019 -2.2384
C 7.0674 -0.4238 -4.4168
C 6.2194 1.3818 -0.2541
H 3.5289 1.9051 -0.4213
H 3.2734 1.2872 -2.0645
H 4.2015 2.7170 -1.8120
H 4.3215 -0.5601 0.1345
H 3.8250 -0.7202 -1.5209
H 5.3913 -2.6909 -0.7542
H 6.6556 -1.4173 -0.3939
H 5.3542 -2.0121 -3.0587
H 6.9446 -2.4482 -2.7289
H 8.6672 0.7547 -2.3291
H 8.1016 -0.3278 -1.1696
H 8.8843 -0.9107 -2.6779
H 7.8841 -1.0968 -4.5347
H 6.2378 -0.8402 -5.0261
H 7.2198 0.5553 -4.8411
H 6.8396 0.5489 0.0948
H 5.6605 1.8093 0.5540
H 6.8029 2.1621 -0.7016
H 7.0579 2.2086 -2.7289
C -4.1887 -2.2667 4.0585
C -3.5569 -1.6366 5.3422
C -4.0484 -0.1913 5.4528
C -5.4514 -0.1680 5.9566
C -5.6175 -0.9286 7.2368
C -5.0284 -2.3937 7.2550
N -3.7305 -2.3729 6.6294
O -3.3349 -3.7423 6.2922
C -4.9176 -2.8253 8.6867
C -6.0810 -3.3026 6.5369
C -1.9877 -1.4830 5.0862
H -4.2953 -3.3661 4.2117
H -3.5401 -2.1638 3.1639
H -5.1870 -1.8289 3.8330
H -3.3377 0.3535 6.1163
H -4.1139 0.3951 4.5166
H -6.0127 -0.5833 5.1185
H -5.8055 0.8126 6.0847
H -6.7174 -1.0269 7.3544
H -5.2594 -0.3328 8.0375
H -4.1354 -2.3426 9.2263
H -5.8174 -2.6743 9.1902
H -4.7483 -3.9140 8.6994
H -5.8175 -4.3496 6.5299
H -7.0378 -3.1913 7.0641
H -6.2090 -3.0630 5.5175
H -1.8758 -0.6053 4.4888
H -1.6117 -2.3985 4.6871
H -1.5124 -1.2722 6.0321
H -2.6911 -4.0055 6.9120
C 5.8784 -3.1544 3.7314
C 4.5913 -2.3497 3.9049
C 4.5676 -1.1988 2.9107
C 3.1478 -0.6957 2.6594
C 2.2707 -1.7819 2.1532
C 2.1858 -3.0186 3.1311
N 3.6141 -3.3369 3.3948
O 3.6126 -4.5249 4.2024
C 1.3334 -2.6480 4.3610
C 1.5865 -4.1760 2.3285
C 4.4555 -1.7810 5.2996
H 5.8672 -3.9597 4.4315
H 6.8405 -2.6049 3.7971
H 5.8513 -3.5238 2.7035
H 5.2920 -0.4847 3.3660
H 4.9413 -1.5337 1.8781
H 3.1745 0.1564 1.9588
H 2.6502 -0.2420 3.5104
H 2.4806 -2.1160 1.0863
H 1.2225 -1.4355 2.1248
H 1.4751 -3.3357 5.1733
H 1.5834 -1.6334 4.6558
H 0.2899 -2.6766 4.0902
H 2.0782 -4.3149 1.3758
H 1.5417 -5.1250 2.9176
H 0.5159 -3.8855 2.1296
H 4.5815 -2.4992 6.0364
H 3.4954 -1.2561 5.4689
H 5.2018 -0.9587 5.3789
H 3.4930 -4.2437 5.0800
C -0.3206 2.0731 -0.9495
C -0.6252 1.0166 -2.0486
C 0.5353 0.1942 -2.3697
C 0.9980 -0.7321 -1.2343
C -0.1533 -1.5650 -0.7348
C -1.4897 -0.8464 -0.4594
N -1.7371 0.0476 -1.5811
O -2.9345 0.8575 -1.2946
C -2.6138 -1.8348 -0.3975
C -1.3694 -0.1167 0.9517
C -1.2010 1.6995 -3.2642
H -1.2886 2.3895 -0.5119
H 0.2061 2.9627 -1.3205
H 0.2703 1.6224 -0.1740
H 0.2907 -0.3822 -3.2535
H 1.2792 0.9600 -2.6363
H 1.4015 -0.0306 -0.4586
H 1.7595 -1.3791 -1.6537
H 0.1093 -2.1295 0.1355
H -0.2675 -2.2789 -1.5459
H -3.4894 -1.2090 -0.2952
H -2.7835 -2.3264 -1.3451
H -2.5082 -2.5720 0.3772
H -2.0560 0.7188 0.9825
H -1.5655 -0.9304 1.6892
H -0.3931 0.2018 1.1899
H -1.7032 0.9900 -3.9945
H -0.4584 2.3097 -3.7987
H -2.0085 2.3792 -3.0049
H -3.4826 0.7732 -2.0450
C -0.1923 2.8381 4.8680
C 0.5124 1.5029 4.7536
O 1.8844 1.5338 5.1856
H -1.2412 2.7113 4.5735
H 0.2688 3.6585 4.3370
H -0.1071 3.1663 5.8947
H 0.5213 0.9979 3.7960
H 0.1266 0.6803 5.3717
H 1.8903 1.7507 6.1360
C -2.1177 -2.6782 -4.7054
C -2.7856 -1.7260 -5.6908
O -4.2000 -1.5605 -5.5185
H -2.2455 -2.2262 -3.7226
H -1.0497 -2.6844 -4.9742
H -2.5234 -3.6754 -4.8164
H -2.5928 -2.0070 -6.7415
H -2.3696 -0.7027 -5.6269
H -4.5015 -2.3998 -5.1004
C 2.1118 4.5948 -3.1915
C 0.9383 5.2961 -3.8908
O -0.1498 5.4690 -2.8630
H 2.3586 5.0798 -2.2274
H 3.0367 4.7728 -3.7636
H 2.0586 3.4960 -3.0807
H 0.5409 4.6924 -4.6987
H 1.3481 6.2670 -4.2425
H 0.3771 5.3709 -2.0603
C 2.4072 -0.2129 -5.9905
C 3.2449 0.4993 -5.0524
O 3.7338 -0.4424 -4.1266
H 1.5424 -0.6608 -5.5047
H 2.9504 -1.0642 -6.4674
H 1.9801 0.4061 -6.7472
H 2.7937 1.3660 -4.5402
H 4.0353 0.9519 -5.6786
H 4.4602 -0.1039 -3.5425
C -4.6343 6.0876 -3.6535
C -3.4552 5.2112 -3.1710
O -2.8748 5.7524 -2.0073
H -4.2965 7.1064 -3.5981
H -5.4166 5.9773 -2.9582
H -4.9141 5.7012 -4.6280
H -2.7027 5.0760 -3.9627
H -3.7794 4.2025 -2.8491
H -1.9588 5.9153 -2.1762
C 2.1688 3.8435 2.0024
C 3.2422 4.7100 1.3384
O 3.8782 5.6852 2.1052
H 1.6433 3.2768 1.2738
H 1.5627 4.5837 2.4656
H 2.6084 3.1798 2.7640
H 2.8362 5.2071 0.4375
H 4.0817 4.1063 0.9653
H 3.2834 6.3722 2.4186
C -4.4610 1.8622 -5.3995
C -5.1518 1.6586 -4.0615
O -4.5636 0.4864 -3.4362
H -4.7300 1.0547 -6.0781
H -3.3968 1.8746 -5.2151
H -4.7589 2.7807 -5.8945
H -6.1855 1.3664 -4.2621
H -4.9698 2.5505 -3.4201
H -4.4160 -0.1674 -4.1403
```

- Energy: -108593.9846 eV
- HOMO energy: -8.240 eV
- Total charge: 0
- ΔE to the lowest compared entry with this formula, charge and spin: 177.8 kJ/mol
- Max |F|: 0.06643 Eh/bohr